C26H20AsBiN6O5S4 as an isolated structure at a distorted geometry, computed with the ωB97M-V functional and the def2-TZVPD basis.

Last column: Mulliken charge in e.
CARTESIAN COORDINATES (ANGSTROEM)
Bi -0.626 -0.426 -1.787  1.33
O -4.057 -0.531 1.381  -0.82
C -3.299 -0.009 0.559  -0.30
O -2.075 -0.311 0.355  -0.51
C -3.897 1.181 -0.258  0.37
C -2.919 2.355 -0.351  -0.07
C -3.671 3.641 -0.748  -1.02
C -3.949 3.371 -2.248  -1.05
C -3.281 1.994 -2.426  -0.12
O -2.170 2.081 -1.538  -0.07
C -4.166 0.924 -1.777  0.13
C -3.839 -0.496 -2.258  -0.14
O -4.751 -1.307 -2.293  -0.73
O -2.637 -0.741 -2.697  -0.30
H -4.810 1.464 0.266  0.39
H -2.264 2.454 0.509  0.53
H -3.017 4.505 -0.620  0.25
H -4.574 3.788 -0.154  0.43
H -3.462 4.107 -2.890  0.36
H -5.011 3.344 -2.489  0.38
H -2.946 1.769 -3.435  0.54
H -5.218 1.080 -2.015  0.45
C 3.388 -3.809 -2.993  -0.30
C 3.108 -2.445 -3.045  -0.03
N 2.778 -1.776 -1.955  -0.30
C 2.617 -2.464 -0.825  0.12
C 2.800 -3.844 -0.809  -0.61
N 3.230 -4.508 -1.877  -0.67
C 2.234 -1.661 0.363  -0.15
C 2.563 -2.038 1.658  -0.56
C 2.238 -1.203 2.729  1.38
C 1.601 -0.002 2.413  -0.31
C 1.330 0.318 1.089  0.18
N 1.621 -0.511 0.088  0.01
C 0.830 1.647 0.673  0.08
C 0.438 2.663 1.543  -0.35
N 0.158 3.889 1.119  -0.66
C 0.226 4.103 -0.193  -0.47
C 0.533 3.081 -1.078  -0.26
N 0.847 1.870 -0.646  -0.23
C 2.603 -1.537 4.119  0.80
C 2.380 -0.664 5.190  -0.47
C 2.762 -1.024 6.468  -0.38
N 3.354 -2.175 6.780  -0.68
C 3.562 -3.012 5.766  -0.37
C 3.213 -2.750 4.455  -0.48
H 3.731 -4.343 -3.870  0.42
H 3.147 -1.885 -3.976  0.37
H 2.582 -4.441 0.071  0.40
H 3.113 -2.955 1.806  0.45
H 1.332 0.695 3.190  0.20
H 0.353 2.506 2.613  0.38
H 0.009 5.110 -0.528  0.45
H 0.554 3.221 -2.152  0.44
H 1.917 0.300 5.043  0.31
H 2.593 -0.346 7.298  0.37
H 4.044 -3.949 6.027  0.37
H 3.419 -3.494 3.699  0.33
S 1.344 -1.184 -6.544  -0.67
As -0.521 -0.740 -5.608  0.11
S 0.089 0.641 -3.906  -0.50
S -0.299 -2.805 -2.727  -0.42
S -1.182 -2.718 -4.557  -0.31

Summary:
- gap between HOMO and LUMO (eV) = 4.1
- total energy (eV) = -156488.975
- LUMO (eV) = 2.92
- charge = -2

C26H20Cl2N3O6Pb as an isolated structure, computed with the ωB97M-V functional and the def2-TZVPD basis.

Last column: Mulliken charge in e.
CARTESIAN COORDINATES (ANGSTROEM)
Pb 0.934 0.851 -1.409  1.66
C 4.772 -0.026 -0.858  -0.99
O 3.640 -0.559 -0.133  -0.07
C 3.780 -0.952 1.084  1.23
C 5.016 -1.129 1.741  -0.96
C 5.028 -1.726 2.965  -0.55
C 3.846 -2.193 3.624  -0.78
C 2.643 -1.994 3.052  -0.63
C 2.559 -1.304 1.789  0.32
N 1.447 -0.859 1.254  0.86
N 0.333 -1.053 1.895  -0.89
C -0.765 -1.448 1.373  0.32
C -0.789 -1.858 -0.092  0.60
O 0.253 -1.886 -0.726  -0.64
C -2.098 -2.040 -0.698  -0.75
C -3.212 -1.909 0.033  -0.84
C -3.216 -1.571 1.454  0.99
C -4.416 -1.456 2.145  -0.98
C -4.419 -1.137 3.495  -0.60
C -3.222 -0.931 4.167  -0.75
C -2.018 -1.041 3.490  -0.46
C -2.010 -1.350 2.134  0.93
H 5.518 -0.808 -0.989  0.46
H 5.162 0.837 -0.323  0.43
H 4.376 0.286 -1.817  0.21
H 5.937 -0.812 1.276  0.51
H 5.981 -1.856 3.463  0.42
H 3.928 -2.666 4.592  0.42
H 1.723 -2.256 3.554  0.49
H -2.119 -2.284 -1.750  0.51
H -4.176 -2.053 -0.439  0.42
H -5.348 -1.618 1.621  0.44
H -5.357 -1.057 4.026  0.42
H -3.228 -0.689 5.220  0.43
H -1.080 -0.904 4.012  0.45
N 0.009 2.078 0.690  -0.36
C 1.018 3.062 1.137  -0.58
C 2.427 2.476 0.950  0.65
O 3.223 2.486 1.875  -0.68
O 2.641 1.982 -0.218  -0.69
H -0.890 2.510 0.502  0.26
H -0.147 1.401 1.431  0.01
H 0.873 3.354 2.176  0.34
H 0.942 3.946 0.503  0.33
Cl -4.247 1.885 -7.088  -0.21
C -3.306 1.660 -5.649  0.12
C -3.950 1.655 -4.406  -0.58
C -3.225 1.465 -3.261  0.46
Cl -4.045 1.433 -1.730  -0.19
C -1.814 1.288 -3.262  -0.09
O -1.201 1.107 -2.141  -0.69
C -1.190 1.310 -4.539  0.82
C 0.236 1.216 -4.747  -0.12
O 1.130 1.125 -3.904  -0.68
C -1.953 1.486 -5.713  -0.97
H -5.021 1.798 -4.351  0.45
H 0.540 1.242 -5.805  0.36
H -1.452 1.487 -6.672  0.41

Summary:
- gap between HOMO and LUMO (eV) = 4.5
- total energy (eV) = -74326.924
- LUMO (eV) = -5.74
- energy above the lowest of the compared OMol25 structures with the same formula, charge and spin (kcal/mol) = 18.3
- charge = +1

C26H20F5INO2PTm as an isolated structure at a distorted geometry, computed with the ωB97M-V functional and the def2-TZVPD basis.

Last column: Mulliken charge in e.
CARTESIAN COORDINATES (ANGSTROEM)
Tm 1.098 -0.514 1.876  1.26
N -0.607 0.004 3.548  -0.46
C 0.059 -0.524 4.759  -0.52
C 0.758 -1.853 4.458  0.56
O 1.145 -2.581 5.320  -0.57
O 0.911 -2.082 3.131  -0.55
H -0.863 0.974 3.686  0.26
H -1.460 -0.516 3.375  0.29
H -0.593 -0.707 5.612  0.41
H 0.830 0.189 5.059  0.31
I 1.616 -2.891 -0.009  0.20
C 1.884 -2.155 -1.927  -0.05
C 3.007 -2.656 -2.538  -0.71
C 3.235 -2.480 -3.918  -0.85
C 2.283 -1.864 -4.663  -0.85
C 1.115 -1.332 -4.061  0.87
C 0.137 -0.754 -4.910  -0.74
C -1.010 -0.229 -4.406  -1.29
C -1.164 -0.179 -3.011  -0.58
C -0.236 -0.696 -2.136  1.48
P -0.471 -0.115 -0.429  0.75
C -2.077 -0.720 0.144  1.22
C -2.820 0.024 1.064  -0.83
C -3.974 -0.501 1.623  -0.76
C -4.397 -1.778 1.270  -0.67
C -3.677 -2.513 0.341  -0.67
C -2.524 -1.986 -0.224  -0.87
C -0.586 1.686 -0.556  0.83
C 0.606 2.406 -0.537  -0.68
C 0.599 3.786 -0.693  -0.81
C -0.604 4.454 -0.852  -0.59
C -1.802 3.747 -0.859  -0.90
C -1.795 2.371 -0.715  -0.14
C 0.914 -1.389 -2.655  0.54
H 3.722 -3.232 -1.968  0.44
H 4.131 -2.877 -4.373  0.41
H 2.388 -1.763 -5.735  0.39
H 0.329 -0.757 -5.975  0.40
H -1.767 0.193 -5.052  0.44
H -2.030 0.339 -2.618  0.38
H -2.518 1.033 1.323  0.59
H -4.551 0.092 2.320  0.46
H -5.297 -2.191 1.706  0.44
H -4.016 -3.498 0.049  0.46
H -1.977 -2.568 -0.956  0.40
H 1.563 1.909 -0.422  0.37
H 1.534 4.330 -0.685  0.46
H -0.613 5.530 -0.967  0.42
H -2.741 4.270 -0.980  0.45
H -2.731 1.826 -0.720  0.47
F 3.233 -0.039 1.739  -0.37
C 2.983 0.767 3.046  -0.47
F 1.728 1.516 2.478  -0.33
C 4.031 1.876 2.910  1.03
F 4.090 2.462 1.712  -0.21
F 3.748 2.809 3.823  -0.24
F 5.221 1.343 3.179  -0.24

Summary:
- gap between HOMO and LUMO (alpha / beta) (eV) = 8.4 / 8.4
- total energy (eV) = -93374.387
- <S²> = 2.0021
- 2S+1 = 3
- LUMO (alpha / beta) (eV) = -3.17 / -3.17
- charge = +1

Record order is preserved below.
Molar mass: 908.7, 748.6, 800.3 g mol⁻¹